(1)
Density functional theory data (ωB97M-V/def2-TZVPD) for C7H6BeO5 as an isolated structure at a distorted geometry.

Summary:
HOMO in Eh: -0.746
Total charge: +2
Total energy in hartree: -660.653259
LUMO energy in eV: -10.2
Gap between HOMO and LUMO in eV: 10.126

Each line ends with the natural charge from an NBO analysis.
CARTESIAN COORDINATES (ANGSTROEM)
Be -0.14 1.21 -0.29  1.490
O 3.66 0.65 0.44  -0.385
C 2.60 0.97 0.20  0.433
C -0.15 1.44 -2.04  0.380
O -0.33 1.51 -3.18  -0.229
C -0.64 2.16 1.10  0.377
O -1.13 2.75 1.97  -0.228
C 1.43 3.80 -0.65  0.416
O 1.85 4.84 -0.82  -0.370
C 0.43 -2.58 0.31  -0.749
C -0.51 -1.42 0.24  0.776
C -1.99 -1.57 0.39  -0.767
O 0.06 -0.28 0.07  -0.896
H -0.15 -3.48 0.49  0.271
H 1.16 -2.42 1.10  0.304
H 0.99 -2.67 -0.63  0.303
H -2.39 -1.01 1.25  0.294
H -2.54 -1.27 -0.51  0.293
H -2.20 -2.63 0.56  0.286

***

(2)
Density functional theory data (ωB97M-V/def2-TZVPD) for C16H24B2CrN7O31 as an isolated structure at a distorted geometry.

Summary:
<S²>: 6.009
HOMO (spin up / spin down) in Eh: -0.248 / -0.257
Total charge: -1
Total energy in hartree: -4433.860591
LUMO energy (spin up / spin down) in eV: 0.8 / 0.8
2S+1: 5
Gap between HOMO and LUMO (spin up / spin down) in eV: 7.590 / 7.732

Each line ends with the Löwdin spin population.
CARTESIAN COORDINATES (ANGSTROEM)
Cr -26.32 -25.82 12.79  3.798
O -27.90 -24.42 16.88  0.001
C -28.91 -24.90 16.32  0.001
O -30.09 -25.04 16.79  0.000
B -31.00 -25.64 15.78  0.000
O -30.17 -25.81 14.59  0.005
C -28.97 -25.35 14.82  0.007
O -28.05 -25.38 13.99  0.012
O -32.20 -24.86 15.42  0.000
C -33.28 -25.57 15.57  0.000
O -34.40 -25.24 15.22  0.000
C -32.86 -27.01 16.00  0.000
O -31.53 -27.01 16.14  0.000
O -33.62 -28.01 16.02  0.000
O -33.26 -30.40 10.99  0.000
C -32.60 -29.39 11.33  0.000
O -31.80 -28.67 10.57  0.000
B -31.26 -27.57 11.41  0.000
O -31.92 -27.73 12.70  0.000
C -32.59 -28.83 12.72  0.000
O -33.27 -29.34 13.65  0.000
O -29.79 -27.78 11.51  0.004
C -29.16 -26.61 11.29  0.008
O -27.99 -26.34 11.44  0.020
C -30.22 -25.57 10.85  0.001
O -31.38 -26.21 10.84  0.000
O -29.99 -24.37 10.53  0.001
C -24.00 -26.98 10.55  0.001
O -24.68 -26.68 11.72  0.031
H -24.62 -27.50 9.82  0.001
H -23.58 -26.10 10.06  0.001
H -23.15 -27.62 10.79  -0.001
C -21.93 -24.20 12.03  0.000
N -22.87 -23.34 12.68  0.000
O -22.78 -22.12 12.46  0.001
O -23.77 -23.89 13.28  0.002
H -21.03 -23.70 11.67  0.000
H -22.56 -24.63 11.25  0.000
H -21.68 -25.06 12.65  0.000
C -26.70 -30.63 11.05  0.000
N -27.16 -31.40 9.82  0.000
O -26.28 -31.69 9.04  0.000
O -28.38 -31.51 9.68  0.000
H -26.46 -31.35 11.84  0.000
H -27.45 -29.95 11.44  0.000
H -25.77 -30.14 10.76  0.000
C -28.42 -28.67 15.78  0.000
N -27.69 -28.98 14.50  0.003
O -27.58 -30.13 14.16  0.002
O -27.15 -28.02 13.83  0.016
H -27.89 -27.80 16.17  0.000
H -28.28 -29.45 16.52  0.000
H -29.45 -28.50 15.47  0.000
C -27.22 -22.18 10.41  0.001
N -26.08 -23.02 10.88  0.008
O -26.39 -24.02 11.54  0.017
O -24.90 -22.75 10.64  0.022
H -27.13 -22.11 9.33  0.000
H -27.25 -21.23 10.94  0.000
H -28.15 -22.67 10.72  0.000
C -25.03 -20.69 14.22  0.000
N -26.29 -21.29 13.68  0.000
O -26.57 -22.45 13.99  0.001
O -27.00 -20.50 13.14  0.000
H -25.36 -19.78 14.72  0.000
H -24.42 -20.34 13.38  0.000
H -24.55 -21.46 14.83  0.000
C -24.68 -24.44 16.66  0.001
N -25.36 -25.67 16.13  0.004
O -25.59 -26.58 16.92  0.011
O -25.46 -25.80 14.93  0.017
H -24.42 -23.75 15.85  0.000
H -23.86 -24.76 17.30  0.000
H -25.44 -24.09 17.37  0.000
C -22.27 -28.58 13.51  0.000
N -21.83 -28.11 14.85  0.000
O -22.48 -27.25 15.47  0.000
O -20.73 -28.50 15.23  0.000
H -22.25 -29.67 13.46  0.000
H -21.61 -28.06 12.82  0.000
H -23.31 -28.25 13.54  0.000

***

(3)
Density functional theory data (ωB97M-V/def2-TZVPD) for C14H24N3O3Pd as an isolated structure.

Summary:
Energy above the lowest of the compared OMol25 structures with the same formula, charge and spin in kcal per mole: 0.0
HOMO in Eh: -0.701
Total charge: +3
Total energy in hartree: -1064.629226
LUMO energy in eV: -13.1
Gap between HOMO and LUMO in eV: 5.934

Each line ends with the natural charge from an NBO analysis.
CARTESIAN COORDINATES (ANGSTROEM)
Pd -1.12 -0.61 0.04  1.153
C 1.07 -3.75 -2.42  -0.426
N 1.14 -2.36 -2.88  -0.299
C 1.80 -2.12 -4.18  -0.426
C 0.62 -1.41 -2.16  0.644
O 0.03 -1.72 -1.06  -0.662
C 0.69 0.04 -2.61  -0.163
O 0.24 0.93 -1.60  -0.532
C 1.24 1.52 -0.80  -0.163
C 1.32 0.93 0.60  0.650
O 0.37 0.22 1.09  -0.667
N 2.35 1.22 1.35  -0.311
C 2.49 0.65 2.70  -0.426
C 3.43 2.13 0.93  -0.429
H 1.76 -4.34 -3.01  0.250
H 0.06 -4.14 -2.55  0.239
H 1.35 -3.81 -1.37  0.236
H 1.52 -2.92 -4.85  0.257
H 2.88 -2.12 -4.05  0.244
H 1.48 -1.18 -4.62  0.222
H 0.03 0.18 -3.48  0.256
H 1.70 0.29 -2.93  0.234
H 1.00 2.58 -0.71  0.249
H 2.22 1.45 -1.28  0.231
H 1.94 -0.28 2.78  0.231
H 2.14 1.37 3.44  0.236
H 3.55 0.46 2.87  0.250
H 3.08 2.86 0.21  0.225
H 4.26 1.55 0.52  0.243
H 3.78 2.66 1.81  0.256
C -2.03 -1.06 3.31  -0.745
C -2.77 -0.07 2.58  0.606
C -3.92 0.72 3.13  -0.191
C -4.32 1.52 2.15  -0.189
C -3.42 1.24 0.98  0.595
C -3.51 1.91 -0.29  -0.744
N -2.53 0.28 1.28  -0.640
H -2.75 -1.87 3.53  0.352
H -1.79 -0.68 4.31  0.333
H -1.16 -1.46 2.79  0.275
H -4.29 0.60 4.13  0.299
H -5.12 2.25 2.14  0.300
H -4.51 1.70 -0.71  0.347
H -2.73 1.65 -1.00  0.268
H -3.56 3.00 -0.12  0.334

***

(4)
Density functional theory data (ωB97M-V/def2-TZVPD) for C43H51F3IrN2O2 as an isolated structure.

Summary:
<S²>: 0.791
Energy above the lowest of the compared OMol25 structures with the same formula, charge and spin in kcal per mole: 53.2
HOMO (spin up / spin down) in Eh: -0.445 / -0.512
Total charge: +2
Total energy in hartree: -2332.450771
LUMO energy (spin up / spin down) in eV: -7.8 / -7.8
2S+1: 2
Gap between HOMO and LUMO (spin up / spin down) in eV: 4.258 / 6.102

Each line ends with the Löwdin spin population.
CARTESIAN COORDINATES (ANGSTROEM)
Ir 0.11 -0.58 0.00  0.004
C 0.01 2.22 -2.73  0.003
C -1.35 2.84 -2.41  0.022
C -2.45 2.06 -3.15  0.014
C -1.70 3.07 -0.94  0.220
C -2.53 4.11 -0.66  0.003
C -3.02 4.39 0.63  0.315
C -2.67 3.53 1.69  0.007
C -1.84 2.47 1.55  0.203
C -1.59 1.60 2.78  0.020
C -2.44 0.32 2.80  0.012
C -0.13 1.27 3.11  0.006
C -1.17 2.20 0.20  0.051
N -1.40 0.72 -0.18  0.031
C -2.63 0.47 -0.41  0.009
C -3.18 -0.82 -0.70  0.001
C -4.54 -0.89 -1.05  0.000
C -5.14 -2.09 -1.34  0.000
C -4.39 -3.26 -1.27  -0.001
C -3.05 -3.23 -0.90  0.000
C -2.43 -2.01 -0.61  0.000
N -1.10 -1.99 -0.16  -0.001
C -0.52 -3.31 0.04  0.000
C -0.59 -3.87 1.32  0.000
C 0.07 -5.08 1.52  0.000
C 0.72 -5.72 0.48  0.000
C 0.72 -5.17 -0.79  0.000
C 0.09 -3.95 -1.05  0.000
C 0.06 -3.40 -2.46  0.000
C -0.41 -4.45 -3.47  0.000
C 1.44 -2.85 -2.87  0.000
C -1.36 -3.23 2.45  0.000
C -2.44 -4.18 2.99  0.000
C -0.42 -2.76 3.57  0.000
H 0.11 2.14 -3.81  0.000
H 0.10 1.22 -2.32  0.000
H 0.83 2.82 -2.35  0.000
H -1.35 3.85 -2.84  0.003
H -2.39 0.99 -2.94  0.000
H -2.33 2.18 -4.22  0.001
H -3.44 2.42 -2.88  0.000
H -2.85 4.75 -1.48  -0.005
H -3.68 5.23 0.80  0.018
H -3.09 3.72 2.67  -0.005
H -1.95 2.21 3.61  0.001
H -2.05 -0.44 2.13  0.000
H -3.48 0.53 2.52  0.000
H -2.44 -0.10 3.80  0.001
H 0.33 0.62 2.36  0.000
H -0.09 0.74 4.06  0.001
H 0.48 2.17 3.19  0.000
H -3.33 1.30 -0.38  0.003
H -5.10 0.03 -1.10  0.000
H -6.18 -2.13 -1.61  0.000
H -4.85 -4.21 -1.50  0.000
H -2.50 -4.15 -0.84  0.000
H 0.04 -5.54 2.50  0.000
H 1.22 -6.66 0.66  0.000
H 1.20 -5.70 -1.60  0.000
H -0.66 -2.57 -2.50  0.000
H 0.36 -5.21 -3.64  0.000
H -0.61 -3.97 -4.43  0.000
H -1.32 -4.95 -3.14  0.000
H 2.19 -3.64 -2.83  0.000
H 1.75 -2.03 -2.23  0.000
H 1.41 -2.48 -3.90  0.000
H -1.87 -2.35 2.07  0.000
H -1.99 -5.04 3.50  0.000
H -3.07 -4.56 2.18  0.000
H -3.07 -3.66 3.70  0.000
H 0.22 -3.57 3.91  0.000
H -1.00 -2.41 4.43  0.000
H 0.20 -1.92 3.25  0.000
F 6.88 5.61 2.08  0.000
C 6.21 5.96 0.97  0.001
F 5.97 7.28 1.04  0.000
F 7.00 5.75 -0.08  0.000
C 4.92 5.19 0.85  0.005
C 4.28 4.71 1.99  -0.001
C 3.09 4.02 1.87  0.005
C 2.53 3.81 0.61  0.001
C 3.16 4.32 -0.53  0.005
C 4.36 5.00 -0.41  -0.001
C 1.31 3.07 0.48  0.026
C 0.27 2.46 0.36  0.019
H 4.73 4.87 2.96  0.000
H 2.58 3.65 2.75  0.000
H 2.71 4.18 -1.50  0.000
H 4.85 5.40 -1.28  0.000
O 1.74 -1.90 0.62  0.000
H 1.43 -2.44 1.36  0.000
H 1.99 -2.55 -0.06  0.000
C 3.71 0.25 0.19  0.000
C 2.94 0.27 -1.08  0.000
C 3.68 0.49 -2.35  0.000
O 1.71 0.11 -1.14  0.000
H 4.60 -0.37 0.08  0.000
H 3.11 -0.08 1.04  0.000
H 4.07 1.27 0.38  0.000
H 4.21 1.44 -2.29  0.000
H 3.01 0.48 -3.20  0.000
H 4.45 -0.28 -2.46  0.000

***

(5)
Density functional theory data (ωB97M-V/def2-TZVPD) for C6H13NOS2 as an isolated structure at a distorted geometry.

Summary:
Energy above the lowest of the compared OMol25 structures with the same formula, charge and spin in kcal per mole: 108.6
HOMO in Eh: -0.286
Total charge: 0
Total energy in hartree: -1162.652868
LUMO energy in eV: 0.2
Gap between HOMO and LUMO in eV: 7.943

Each line ends with the natural charge from an NBO analysis.
CARTESIAN COORDINATES (ANGSTROEM)
C 0.83 -0.67 0.13  -0.028
C -1.80 -1.84 1.06  -0.631
C -0.28 1.76 -1.29  -0.651
C 3.87 -0.53 0.32  -0.872
C -1.72 -0.78 0.02  -0.199
C -0.40 1.45 0.18  -0.210
N -0.37 -0.03 0.29  -0.467
O 2.88 1.19 -1.39  -0.943
S 1.16 -2.20 -0.25  -0.082
S 2.71 0.79 -0.01  1.160
H -2.75 -2.18 0.85  0.209
H -1.09 -2.64 0.91  0.238
H -1.83 -1.41 2.09  0.211
H -0.51 2.86 -1.42  0.218
H 0.80 1.37 -1.69  0.261
H -1.12 1.36 -1.86  0.211
H 4.05 -0.73 1.30  0.234
H 4.76 -0.44 -0.38  0.257
H 3.43 -1.34 -0.21  0.257
H -1.80 -1.16 -1.01  0.216
H -2.59 -0.02 0.21  0.205
H 0.22 1.85 0.90  0.214
H -1.43 1.67 0.52  0.193

***

(6)
Density functional theory data (ωB97M-V/def2-TZVPD) for one molecule with the formula C4H9NO at a distorted geometry.

Summary:
SMILES: C[C@@H](O)[C@H]1CN1
Energy above the lowest of the compared OMol25 structures with the same formula, charge and spin in kcal per mole: 57.2
HOMO in Eh: -0.351
Total charge: 0
Total energy in hartree: -287.741324
LUMO energy in eV: 1.0
Gap between HOMO and LUMO in eV: 10.542

Each line ends with the natural charge from an NBO analysis.
CARTESIAN COORDINATES (ANGSTROEM)
C 1.45 -0.78 -1.13  -0.641
C 0.66 -0.63 0.28  0.094
O 1.26 0.17 1.26  -0.717
C -0.77 -0.12 0.05  -0.109
C -1.69 0.61 0.99  -0.250
N -0.81 1.35 0.09  -0.632
H 2.47 -1.19 -1.01  0.217
H 0.96 -1.47 -1.85  0.204
H 1.53 0.20 -1.60  0.201
H 0.84 -1.68 0.48  0.183
H 0.90 1.06 1.09  0.486
H -1.27 -0.62 -0.77  0.197
H -1.50 0.74 2.05  0.208
H -2.75 0.60 0.75  0.194
H -1.30 1.76 -0.69  0.367

***

(7)
Density functional theory data (ωB97M-V/def2-TZVPD) for a 2-piece molecular cluster, C6H13P overall at a distorted geometry.

Summary:
Energy above the lowest of the compared OMol25 structures with the same formula, charge and spin in kcal per mole: 93.4
HOMO (spin up / spin down) in Eh: -0.322 / -0.317
Total charge: 0
Total energy in hartree: -577.586933
LUMO energy (spin up / spin down) in eV: -1.4 / -1.4
Gap between HOMO and LUMO (spin up / spin down) in eV: 7.388 / 7.229

Each line ends with the natural charge from an NBO analysis.
CARTESIAN COORDINATES (ANGSTROEM)
C 0.72 -0.25 -1.28  -0.210
C -0.20 -0.62 -0.46  0.024
C 2.18 -0.11 -0.83  -0.641
C -1.65 -0.73 -0.91  -0.640
C 0.14 0.40 1.86  -0.607
C -0.06 -0.96 1.10  -0.444
P -1.72 3.06 -1.23  0.117
H 0.46 -0.12 -2.26  0.199
H 2.51 -0.26 0.24  0.218
H 2.51 0.89 -1.24  0.212
H 2.65 -0.82 -1.40  0.209
H -2.30 -0.16 -0.10  0.203
H -1.91 -1.82 -0.92  0.217
H -1.86 -0.23 -1.89  0.216
H 0.23 0.19 2.95  0.205
H -0.91 0.97 1.67  0.198
H 1.08 1.00 1.65  0.217
H -0.92 -1.49 1.56  0.215
H 0.83 -1.60 1.38  0.208
H -1.78 2.66 0.11  -0.117

***

(8)
Density functional theory data (ωB97M-V/def2-TZVPD) for C48H54N5OPtSb2 as an isolated structure at a distorted geometry.

Summary:
<S²>: 6.055
HOMO (spin up / spin down) in Eh: -0.527 / -0.570
Total charge: +3
Total energy in hartree: -2809.039989
LUMO energy (spin up / spin down) in eV: -7.3 / -11.2
2S+1: 5
Gap between HOMO and LUMO (spin up / spin down) in eV: 6.997 / 4.355

Each line ends with the Löwdin spin population.
CARTESIAN COORDINATES (ANGSTROEM)
Pt 0.23 0.55 0.40  0.982
C -1.92 2.32 4.80  0.074
N -1.77 1.64 3.56  0.524
C -2.36 2.31 2.31  0.053
C -1.77 0.25 3.56  0.111
C -2.86 -0.53 3.99  0.061
C -2.90 -1.93 3.90  0.030
C -1.98 -2.56 3.09  0.035
C -0.89 -1.88 2.61  0.036
C -0.78 -0.45 2.73  0.092
N 0.31 0.30 2.33  0.457
C 1.29 0.87 3.11  0.054
C 1.35 0.64 4.48  0.095
C 2.40 1.16 5.20  -0.002
C 3.36 2.06 4.68  0.168
C 3.21 2.43 3.30  -0.013
C 2.21 1.84 2.56  0.115
N 1.89 2.34 1.25  0.134
C 2.95 2.20 0.29  0.012
C 1.48 3.75 1.31  0.013
H -2.83 2.03 5.33  0.040
H -1.09 2.15 5.55  0.019
H -1.97 3.44 4.70  0.003
H -3.40 2.28 2.27  0.021
H -2.02 3.37 2.27  0.001
H -2.08 1.69 1.46  0.018
H -3.78 0.01 4.25  0.001
H -3.69 -2.42 4.43  0.003
H -2.07 -3.63 2.92  0.002
H -0.07 -2.42 2.14  0.004
H 0.51 0.11 4.94  0.005
H 2.43 0.74 6.19  -0.002
H 4.25 2.32 5.30  0.007
H 3.95 3.03 2.81  -0.003
H 3.62 3.05 0.31  0.001
H 3.56 1.29 0.32  0.001
H 2.48 2.28 -0.70  0.003
H 2.35 4.35 1.47  0.003
H 1.02 4.01 0.34  0.002
H 0.78 4.03 2.11  0.000
C 0.30 -3.75 -0.46  0.060
C -0.97 -3.60 -1.28  0.004
C -2.12 -2.79 -0.63  0.035
Sb -1.96 -0.60 -0.54  0.145
C -1.95 -0.32 -2.82  0.022
C -1.03 -1.11 -3.43  0.003
C -1.16 -1.48 -4.81  0.001
C -2.21 -1.05 -5.57  0.000
C -3.18 -0.30 -4.91  0.001
C -3.03 0.17 -3.59  0.003
C -4.10 -0.32 -0.10  0.072
C -4.78 -1.40 0.52  0.008
C -6.17 -1.31 0.67  0.003
C -6.88 -0.22 0.08  0.001
C -6.19 0.79 -0.61  0.003
C -4.82 0.70 -0.73  0.009
Sb 1.48 -1.92 0.11  0.177
C 3.25 -1.78 -1.19  0.058
C 3.05 -1.12 -2.38  0.007
C 3.99 -1.18 -3.43  0.001
C 5.20 -1.74 -3.19  0.004
C 5.49 -2.23 -1.95  0.003
C 4.49 -2.36 -0.96  0.011
C 2.56 -3.18 1.59  0.031
C 3.53 -2.39 2.20  0.007
C 4.42 -2.89 3.21  0.000
C 4.52 -4.26 3.37  0.004
C 3.58 -5.13 2.72  0.001
C 2.59 -4.58 1.88  0.007
H 0.90 -4.52 -0.96  0.006
H 0.04 -3.98 0.55  0.001
H -1.30 -4.65 -1.53  0.003
H -0.70 -3.25 -2.28  0.001
H -2.31 -3.24 0.37  0.000
H -2.96 -2.92 -1.31  0.004
H -0.20 -1.53 -2.89  0.001
H -0.35 -2.09 -5.27  0.000
H -2.34 -1.29 -6.58  0.000
H -4.03 0.03 -5.44  0.000
H -3.78 0.91 -3.29  0.000
H -4.20 -2.23 0.97  0.001
H -6.80 -2.11 1.08  0.001
H -7.93 -0.20 0.18  0.000
H -6.71 1.73 -0.88  0.000
H -4.27 1.58 -1.12  0.000
H 2.11 -0.58 -2.57  0.001
H 3.68 -0.72 -4.42  0.000
H 5.94 -1.91 -4.02  0.000
H 6.42 -2.74 -1.66  0.001
H 4.64 -3.00 -0.08  0.001
H 3.51 -1.34 2.05  0.001
H 5.02 -2.23 3.87  0.000
H 5.32 -4.61 3.97  0.000
H 3.74 -6.24 2.80  0.000
H 1.77 -5.24 1.58  0.000
N 0.25 1.73 -1.15  0.065
C 0.09 2.41 -2.06  0.048
N 0.28 3.18 -3.11  0.013
C -0.08 4.65 -3.12  0.003
C -0.73 5.05 -4.43  0.001
O 0.02 4.67 -5.57  0.000
C 0.17 3.21 -5.62  0.001
C 1.03 2.66 -4.39  0.004
H 0.84 5.21 -2.96  0.000
H -0.78 4.72 -2.31  0.000
H -0.68 6.15 -4.48  0.000
H -1.81 4.75 -4.52  0.000
H 0.70 2.91 -6.58  0.000
H -0.89 2.80 -5.58  0.000
H 2.06 3.05 -4.57  0.000
H 1.02 1.57 -4.30  0.000

***

- Which of these has the lowest total charge?
  C16H24B2CrN7O31